9
Properties=species:S:1:pos:R:3:forces:R:3:lowdin_charge:R:1 method="wB97M-V/def2-TZVPD" relative_energy_kcal_mol=78.6 total_charge=-2 mol_weight_g_mol=85.06 homo_lumo_gap_ev="5.86 / 5.86" total_energy_ha=-320.9517
C -0.3085 0.0209 0.4737 0.5964 0.2443 -1.4725 -0.153
C -0.4001 -0.2205 -0.8561 1.6117 0.3869 1.1810 -0.128
C 0.1777 0.7638 2.3898 1.4804 0.0147 -2.9501 -0.226
N -0.0838 -0.3459 -2.1262 -0.2693 0.3092 0.8099 -0.510
O -0.5249 0.5600 -2.9981 0.2721 -0.7217 0.3764 -0.293
O 0.5743 -1.4185 -2.5792 -0.5419 0.9693 0.4124 -0.290
H -1.0824 -0.4083 0.9937 -2.2652 -1.1996 0.8652 -0.085
H 1.1152 1.3034 1.9264 -0.9467 -0.8609 1.3519 -0.154
H 0.5326 -0.2549 2.7761 0.0626 0.8577 -0.5742 -0.161



37
Properties=species:S:1:pos:R:3:forces:R:3:lowdin_charge:R:1 method="wB97M-V/def2-TZVPD" relative_energy_kcal_mol=21.5 mol_weight_g_mol=282.36 homo_lumo_gap_ev=9.55 total_energy_ha=-1239.6223
C 3.6916 2.4355 -0.1146 -0.0396 -0.4027 0.1191 -0.055
C 3.8945 1.2753 0.8476 0.0625 0.5949 0.2861 -0.201
H 4.9567 1.1154 1.0575 -0.1574 -0.0319 0.0095 0.124
H 3.3595 1.4440 1.7871 0.1770 -0.0511 -0.1626 0.117
O 3.4046 0.0701 0.2557 -0.0444 -0.1721 -0.2611 0.005
C 2.3794 -0.5394 0.8649 0.1398 -0.3671 0.0770 -0.543
O 1.9133 -0.2144 1.9321 -0.1439 0.3132 0.2905 0.090
N 1.9588 -1.6406 0.1635 0.2059 -0.0882 0.0492 -0.041
C 0.6774 -2.2006 0.5429 -0.0720 -0.0353 0.2072 -0.099
H 0.4789 -1.8914 1.5698 -0.0224 -0.1084 -0.1447 0.119
C -0.4076 -1.6711 -0.4294 -0.0247 -0.1250 0.2002 -0.099
N 0.0923 -0.4860 -1.0865 0.0766 -0.1781 -0.2883 -0.045
C -0.0197 0.7804 -0.6057 -0.3195 0.0028 0.1465 -0.454
O 0.6007 1.7046 -1.0947 0.0859 0.3841 0.0043 0.057
C -0.9931 1.0027 0.5433 0.1907 0.2508 0.0612 -0.102
C -2.3979 0.6738 0.1688 -0.4636 -0.1331 0.2830 -0.553
C -3.0264 0.9131 -1.0133 0.2177 -0.0125 0.2211 -0.123
C -4.3759 0.4907 -1.0215 -0.1975 -0.0800 0.0489 -0.184
C -4.7569 -0.0647 0.1544 0.1277 -0.0907 0.3177 -0.417
S -3.4759 -0.0835 1.3038 0.1126 0.3025 -0.6053 1.028
H -5.7120 -0.4649 0.4297 -0.2351 -0.0688 -0.0116 0.058
H -5.0291 0.5994 -1.8685 -0.1462 0.0007 -0.1239 0.100
H -2.5386 1.3784 -1.8511 0.1446 0.0902 -0.1657 0.120
H -0.6679 0.4275 1.4129 0.0438 0.0023 0.0014 0.111
H -0.9185 2.0638 0.8030 0.0944 -0.1873 -0.0164 0.136
C 1.1901 -0.7849 -1.9880 0.1348 0.1698 -0.2494 -0.093
H 0.8010 -1.2579 -2.8947 0.0467 0.0264 0.0075 0.125
C 2.1927 -1.7183 -1.2633 0.0804 0.0403 -0.1402 -0.103
H 3.2195 -1.4295 -1.4781 -0.1137 -0.1144 -0.0825 0.123
H 2.0461 -2.7598 -1.5601 0.0554 0.0425 0.0004 0.124
H 1.6583 0.1653 -2.2497 -0.0549 -0.1886 -0.0155 0.120
H -0.6130 -2.4096 -1.2106 -0.0749 0.0539 0.0626 0.130
H -1.3383 -1.4664 0.0934 0.0333 -0.1008 -0.0872 0.091
H 0.7380 -3.2912 0.5033 -0.0446 0.0363 0.0201 0.124
H 2.6422 2.5119 -0.3908 -0.0229 0.0517 0.0084 0.055
H 4.0052 3.3612 0.3590 0.0816 0.1261 0.0427 0.077
H 4.2767 2.2825 -1.0180 0.0658 0.0476 -0.1100 0.077



41
Properties=species:S:1:pos:R:3:forces:R:3:lowdin_charge:R:1 method="wB97M-V/def2-TZVPD" total_charge=+1 mol_weight_g_mol=233.66 homo_lumo_gap_ev=7.42 total_energy_ha=-819.8086
Mg 0.2158 0.1949 -0.2810 -0.4365 -0.3913 1.0918 0.893
C 2.0930 1.0104 0.4772 0.5982 0.5050 -0.1083 -0.325
C 1.8513 0.2492 1.6457 -0.0253 -0.2258 -0.0457 -0.271
C 0.7349 0.7981 2.3125 -0.1528 -0.1654 -0.0711 -0.247
C 0.2812 1.9189 1.5843 -0.2068 -0.0493 -0.1178 -0.269
C 1.0996 2.0675 0.4372 0.4754 0.5205 -0.0891 -0.319
C 1.2653 3.3043 -0.4154 -0.1995 -0.0204 -0.0132 -0.037
C -0.8717 2.7918 1.9941 -0.0050 0.0395 -0.0011 -0.026
C 0.1794 0.3251 3.6279 -0.0323 -0.0454 -0.0273 -0.031
C 2.6524 -0.9269 2.1306 0.0397 -0.0127 0.0085 -0.025
C 3.3739 1.0687 -0.3226 -0.0299 -0.1791 -0.0364 -0.037
H 2.0647 3.9402 -0.0277 0.0018 -0.0285 0.0509 0.096
H 0.3594 3.9107 -0.4414 -0.0059 -0.0226 0.0185 0.072
H 1.5222 3.0766 -1.4510 0.0138 -0.0361 0.0162 0.074
H -0.7386 3.1762 3.0069 0.0581 -0.0008 -0.0147 0.095
H -1.8352 2.2636 2.0118 0.0578 0.0223 0.0248 0.068
H -0.9806 3.6551 1.3379 -0.0043 -0.0244 -0.0145 0.078
H 0.6329 0.8546 4.4691 0.0499 0.0369 -0.0393 0.096
H 0.3653 -0.7386 3.7986 0.0086 0.0483 -0.0127 0.074
H -0.8979 0.4907 3.7119 0.0475 0.0199 0.0037 0.071
H 2.9719 -0.7919 3.1655 -0.0060 0.0589 -0.0194 0.095
H 3.5554 -1.0717 1.5374 -0.0291 -0.0029 -0.0151 0.079
H 2.0938 -1.8727 2.1211 0.0342 0.0516 0.0335 0.066
H 4.0717 1.7931 0.1057 -0.0484 0.0011 0.0510 0.096
H 3.2092 1.3701 -1.3581 -0.0333 0.0094 0.0165 0.075
H 3.8910 0.1087 -0.3518 -0.0276 -0.0011 0.0205 0.072
N -1.9064 0.2973 -0.0167 0.0212 -0.0622 -0.2220 -0.006
C -2.3877 -0.5541 1.1147 0.0961 0.1928 -0.1654 -0.205
C -2.0461 -2.0177 0.9044 -0.1242 -0.1273 -0.0761 -0.168
C -0.5895 -2.3777 1.1338 0.2019 0.1134 -0.1545 -0.207
N 0.2779 -1.9309 -0.0006 -0.0626 0.0335 -0.1866 -0.007
H -2.0575 1.2756 0.2212 -0.0638 -0.0079 0.0170 0.082
H -2.4886 0.1208 -0.8311 -0.0573 -0.0237 -0.0030 0.110
H -3.4616 -0.4295 1.2409 -0.0746 -0.0082 -0.0339 0.128
H -1.9043 -0.1793 2.0145 0.0119 -0.0185 0.0409 0.092
H -2.3506 -2.3289 -0.1024 -0.0310 -0.0290 0.0327 0.124
H -2.6546 -2.6098 1.5892 0.0179 0.0174 0.0372 0.129
H -0.4821 -3.4507 1.2820 -0.0077 -0.0735 -0.0329 0.128
H -0.2147 -1.8820 2.0286 -0.0259 0.0072 0.0236 0.094
H 0.0970 -2.5230 -0.8068 -0.0284 -0.0571 0.0011 0.110
H 1.2518 -2.0950 0.2475 -0.0160 -0.0645 0.0120 0.084



16
Properties=species:S:1:pos:R:3:forces:R:3:lowdin_charge:R:1 method="wB97M-V/def2-TZVPD" relative_energy_kcal_mol=124.9 mol_weight_g_mol=99.14 homo_lumo_gap_ev="8.80 / 6.43" total_energy_ha=-321.8914
C -1.5974 -1.1526 0.5527 0.2587 0.1812 0.1317 -0.093
N 0.2412 1.4469 -0.7908 0.7120 2.7606 -2.9972 -0.026
C 0.4035 0.7678 0.3268 -1.3656 -4.3099 0.7752 -0.412
C -0.2791 -0.8513 -0.1275 -1.5498 6.0173 -1.6681 -0.405
N 0.9438 2.5647 -1.0439 -0.0169 -0.9920 1.9710 0.076
C 0.6434 -1.8348 -0.3660 1.9096 -2.2349 0.0944 0.004
N 0.7963 1.1132 1.4718 0.4584 1.3230 0.5184 0.138
H -0.4817 -0.2522 -1.1465 -0.3228 -1.9320 1.4439 0.137
H 1.5516 2.8912 -0.2956 -0.0065 0.1961 -0.3790 0.099
H 0.8777 3.0496 -1.9247 -0.3105 -0.3714 0.1695 0.103
H 0.6983 0.4026 2.1863 0.1628 -0.2722 -0.1937 0.048
H -1.4302 -1.5485 1.5550 -0.1192 -0.1251 0.0452 0.072
H -2.1935 -0.2437 0.6406 0.0100 -0.0313 0.0175 0.074
H -2.1747 -1.8650 -0.0377 0.0540 -0.1386 0.0964 0.075
H 1.6307 -1.6114 -0.7418 0.0022 -0.0072 -0.1202 0.055
H 0.3701 -2.8766 -0.2586 0.1236 -0.0636 0.0951 0.056



| no. | strongest force on any atom (eV/A) |
| --- | --- |
| 1 | 3.3 |
| 2 | 0.7 |
| 3 | 1.2 |
| 4 | 6.4 |